No. 1
{
  "formula": "C20H16NO4PRh",
  "method": "ωB97M-V with the def2-TZVPD basis set",
  "gap_ev": [8.15, 6.69],
  "homo_ev": [-11.70, -12.65],
  "e_tot_ev": -42968.5035,
  "charge": 1,
  "multiplicity": 5,
  "elements": ["Rh", "O", "C", "O", "C", "C", "C", "C", "C", "N", "C", "O", "O", "H", "H", "H", "C", "P", "C", "C", "C", "C", "C", "C", "C", "C", "C", "C", "C", "C", "H", "H", "H", "H", "H", "H", "H", "H", "H", "H", "H", "H", "H"],
  "positions_angstrom": [[-0.652, 0.942, 1.410], [-4.110, 2.722, 0.220], [-2.973, 2.533, 0.522], [-2.553, 1.430, 1.194], [-1.838, 3.453, 0.230], [-1.913, 4.800, -0.069], [-0.724, 5.519, -0.136], [0.493, 4.899, 0.138], [0.479, 3.551, 0.436], [-0.662, 2.873, 0.420], [1.625, 2.724, 0.950], [2.778, 2.965, 0.750], [1.190, 1.668, 1.676], [-2.881, 5.257, -0.219], [-0.747, 6.577, -0.358], [1.430, 5.437, 0.148], [0.523, -1.874, 2.412], [0.023, -1.279, 0.769], [1.490, -1.044, -0.224], [1.389, -0.249, -1.368], [2.514, -0.002, -2.136], [3.739, -0.538, -1.760], [3.841, -1.329, -0.626], [2.717, -1.587, 0.146], [-1.047, -2.503, 0.035], [-2.266, -2.791, 0.656], [-3.086, -3.771, 0.127], [-2.698, -4.453, -1.020], [-1.496, -4.155, -1.645], [-0.663, -3.176, -1.123], [0.941, -2.878, 2.310], [-0.344, -1.933, 3.069], [1.267, -1.205, 2.845], [0.435, 0.177, -1.660], [2.438, 0.615, -3.021], [4.620, -0.334, -2.353], [4.797, -1.745, -0.338], [2.810, -2.201, 1.032], [-2.582, -2.247, 1.539], [-4.031, -3.998, 0.603], [-3.341, -5.219, -1.431], [-1.204, -4.685, -2.541], [0.275, -2.944, -1.610]],
  "forces_ev_per_angstrom": [[-0.38, 0.25, 0.65], [0.08, 0.18, 0.02], [-0.50, -0.78, 0.21], [-0.14, 0.28, -0.27], [0.39, 0.19, -0.08], [-0.06, 0.01, -0.08], [0.00, -0.02, 0.00], [0.07, 0.01, -0.08], [-0.27, -0.06, 0.00], [0.24, 0.16, -0.02], [0.31, -0.51, 0.24], [-0.12, 0.13, 0.03], [0.09, 0.37, -0.35], [0.02, 0.03, 0.00], [-0.01, -0.01, -0.01], [-0.02, 0.03, 0.01], [0.05, -0.17, -0.08], [0.31, -0.02, -0.10], [0.05, -0.10, -0.04], [0.06, 0.01, -0.05], [-0.03, -0.01, 0.03], [0.02, 0.01, -0.03], [-0.01, -0.02, 0.02], [0.03, 0.03, -0.03], [-0.11, 0.00, -0.01], [-0.02, 0.01, -0.05], [0.02, 0.01, -0.01], [-0.03, -0.02, 0.00], [0.04, 0.04, 0.01], [-0.08, -0.05, -0.01], [0.02, 0.00, 0.06], [-0.02, -0.01, -0.02], [0.00, 0.02, -0.01], [-0.02, 0.00, 0.02], [0.00, 0.00, 0.00], [-0.01, 0.00, 0.00], [0.00, 0.00, 0.00], [0.00, 0.01, -0.01], [0.02, 0.00, 0.00], [0.01, 0.00, 0.00], [0.00, 0.01, 0.00], [0.00, 0.00, 0.01], [0.01, -0.01, 0.01]],
  "lowdin_charge": [1.225, 0.171, -0.505, -0.190, -0.164, 0.054, 0.011, 0.052, -0.158, 0.046, -0.514, 0.159, -0.194, 0.139, 0.127, 0.138, -0.221, 0.937, -0.404, -0.109, -0.056, -0.047, -0.048, -0.066, -0.365, -0.089, -0.057, -0.051, -0.054, -0.067, 0.069, 0.053, 0.057, 0.109, 0.115, 0.116, 0.116, 0.105, 0.108, 0.116, 0.116, 0.116, 0.107]
}



No. 2
{
  "formula": "C20H17BeIN3O4",
  "method": "ωB97M-V with the def2-TZVPD basis set",
  "gap_ev": 7.41,
  "homo_ev": -11.91,
  "e_tot_ev": -42176.1608,
  "charge": 1,
  "multiplicity": 1,
  "elements": ["Be", "O", "C", "O", "C", "C", "C", "C", "C", "C", "N", "C", "C", "C", "C", "C", "C", "N", "H", "H", "H", "H", "H", "H", "H", "H", "H", "H", "I", "C", "C", "C", "C", "N", "C", "H", "H", "H", "H", "C", "C", "O", "O", "H", "H", "H"],
  "positions_angstrom": [[0.244, 0.059, 0.355], [3.174, 1.886, -6.599], [2.339, 0.833, -6.550], [2.149, 0.171, -7.524], [1.667, 0.522, -5.236], [1.749, 1.312, -4.102], [1.103, 0.932, -2.937], [0.378, -0.242, -2.878], [0.275, -1.028, -4.025], [0.911, -0.644, -5.186], [-0.242, -0.582, -1.621], [-1.022, -1.569, -1.549], [-1.632, -1.832, -0.247], [-2.665, -2.726, -0.109], [-3.265, -2.868, 1.134], [-2.784, -2.114, 2.186], [-1.722, -1.255, 1.975], [-1.136, -1.100, 0.775], [3.261, 2.325, -5.753], [2.304, 2.245, -4.092], [1.152, 1.537, -2.048], [-0.292, -1.953, -4.046], [0.838, -1.243, -6.085], [-1.325, -2.189, -2.389], [-3.003, -3.286, -0.972], [-4.095, -3.549, 1.272], [-3.216, -2.187, 3.175], [-1.320, -0.685, 2.793], [2.276, 0.670, 5.667], [1.119, 1.464, 4.137], [0.701, 2.784, 4.159], [-0.051, 3.260, 3.097], [-0.363, 2.406, 2.061], [0.043, 1.130, 2.036], [0.783, 0.675, 3.059], [0.964, 3.431, 4.985], [-0.387, 4.289, 3.070], [-0.962, 2.745, 1.220], [1.120, -0.359, 3.004], [3.749, 1.146, -0.916], [2.765, 1.115, 0.223], [2.991, 1.677, 1.265], [1.647, 0.404, -0.039], [4.650, 1.650, -0.583], [3.327, 1.698, -1.760], [3.986, 0.132, -1.245]],
  "forces_ev_per_angstrom": [[-0.20, 0.29, 0.47], [-0.02, -0.10, -0.23], [0.04, 0.13, 0.12], [-0.06, -0.15, -0.17], [0.05, 0.04, -0.02], [-0.02, 0.13, 0.06], [-0.10, 0.19, 0.16], [-0.16, -0.15, 0.18], [-0.07, -0.23, 0.00], [-0.05, -0.11, -0.11], [0.45, 0.57, -0.45], [-0.39, -0.07, 0.05], [0.29, 0.17, 0.19], [-0.25, -0.19, -0.02], [-0.07, -0.05, -0.02], [-0.11, -0.09, 0.13], [0.33, 0.04, -0.36], [-0.04, -0.24, 0.14], [0.03, 0.10, 0.26], [-0.05, -0.04, 0.01], [0.04, 0.12, -0.02], [0.09, 0.07, 0.05], [0.01, 0.01, 0.06], [0.07, -0.02, 0.02], [0.00, 0.04, 0.08], [0.04, 0.02, 0.00], [0.03, 0.00, -0.05], [0.04, 0.14, 0.03], [-0.03, 0.01, -0.02], [0.11, 0.00, 0.22], [-0.01, 0.09, -0.02], [-0.01, 0.12, 0.08], [-0.10, -0.18, -0.20], [0.23, -0.08, -0.58], [-0.10, -0.13, -0.34], [-0.01, -0.01, -0.03], [0.00, -0.07, 0.02], [0.12, -0.04, 0.08], [-0.01, 0.18, -0.04], [0.00, -0.04, -0.04], [-0.16, -0.26, 0.17], [-0.48, -0.14, 0.06], [0.48, -0.02, 0.06], [0.04, 0.00, 0.01], [0.08, -0.14, 0.07], [-0.10, 0.10, -0.05]],
  "lowdin_charge": [0.349, 0.142, -0.471, 0.146, -0.109, -0.001, -0.017, -0.206, 0.007, 0.014, 0.129, -0.037, -0.213, 0.018, -0.004, -0.011, -0.056, 0.105, 0.088, 0.119, 0.104, 0.109, 0.132, 0.133, 0.132, 0.129, 0.125, 0.105, 0.959, -0.712, -0.095, -0.025, -0.088, 0.019, -0.216, 0.112, 0.121, 0.126, 0.115, 0.020, -0.561, 0.099, -0.092, 0.091, 0.063, 0.100]
}



No. 3
{
  "formula": "C20H17BrTm",
  "method": "ωB97M-V with the def2-TZVPD basis set",
  "gap_ev": [6.62, 6.63],
  "homo_ev": [-3.97, -3.98],
  "e_tot_ev": -120590.2126,
  "e_above_lowest_kcal_mol": 0.0,
  "charge": -1,
  "multiplicity": 3,
  "elements": ["C", "C", "C", "H", "C", "C", "H", "H", "H", "H", "Tm", "Br", "C", "C", "C", "H", "C", "C", "H", "H", "H", "H", "C", "C", "C", "C", "C", "C", "C", "C", "C", "C", "H", "H", "H", "H", "H", "H", "H"],
  "positions_angstrom": [[-1.224, -1.340, -3.408], [-1.530, -2.431, -2.548], [-2.442, -1.970, -1.545], [-1.104, -3.438, -2.641], [-2.680, -0.577, -1.802], [-1.920, -0.197, -2.936], [-1.938, 0.780, -3.439], [-0.661, -1.393, -4.343], [-2.757, -2.547, -0.678], [-3.279, 0.122, -1.205], [-0.383, -1.014, -0.998], [0.997, -3.072, -0.274], [2.322, 0.970, -1.424], [1.417, 1.683, -2.260], [1.187, 0.887, -3.432], [0.947, 2.640, -2.041], [1.933, -0.318, -3.299], [2.635, -0.273, -2.057], [3.271, -1.062, -1.649], [2.687, 1.304, -0.456], [0.531, 1.140, -4.255], [1.926, -1.161, -3.994], [1.981, 1.427, 4.179], [2.530, 0.877, 2.993], [1.696, 0.351, 2.010], [0.261, 0.401, 2.163], [-0.673, -0.058, 1.222], [-2.017, -0.177, 1.472], [-2.535, 0.256, 2.721], [-1.673, 0.800, 3.646], [-0.294, 0.902, 3.408], [0.591, 1.423, 4.382], [2.634, 1.843, 4.942], [3.622, 0.862, 2.858], [2.113, -0.141, 1.115], [-2.705, -0.629, 0.756], [-3.591, 0.143, 2.920], [-2.034, 1.158, 4.605], [0.156, 1.826, 5.291]],
  "forces_ev_per_angstrom": [[-0.86, -0.43, -0.20], [-0.77, -0.43, -0.94], [-0.48, 0.06, -0.80], [-0.33, 0.59, 0.16], [-0.37, -0.07, -0.08], [-0.47, -0.27, -0.34], [0.17, -0.53, 0.54], [0.05, 0.06, 0.71], [-0.13, 0.12, -0.24], [0.26, -0.49, -0.27], [4.11, 2.76, 0.48], [0.28, -0.84, 0.29], [-0.36, -0.58, -0.29], [-0.23, -0.86, -0.44], [0.43, -0.11, 1.02], [0.24, -0.17, -0.07], [-0.40, 0.19, 0.53], [-0.54, 0.40, 0.15], [-0.20, 0.34, -0.19], [-0.03, -0.02, -0.27], [0.03, 0.03, 0.00], [0.11, 0.33, 0.16], [-1.48, -0.06, -0.07], [-0.35, -0.31, -0.46], [-0.30, 0.22, 0.35], [-0.20, 0.60, 1.75], [0.33, -1.34, -2.77], [0.08, 0.56, 1.35], [0.38, -0.04, 0.00], [-0.89, 0.01, -0.03], [1.53, -0.35, -0.76], [1.38, 0.06, -0.21], [-0.07, -0.06, -0.10], [-0.59, -0.06, 0.06], [-0.29, 0.41, 0.50], [0.07, 0.22, 0.17], [-0.15, 0.09, 0.24], [-0.12, -0.02, -0.02], [0.16, 0.00, 0.09]],
  "lowdin_charge": [-0.199, -0.272, -0.274, 0.098, -0.229, -0.187, 0.113, 0.111, 0.108, 0.106, 1.034, -0.037, -0.216, -0.188, -0.222, 0.070, -0.219, -0.231, 0.068, 0.064, 0.068, 0.076, -0.099, -0.098, -0.037, -0.193, -0.217, -0.179, -0.093, -0.072, -0.190, -0.054, 0.085, 0.098, 0.082, 0.047, 0.087, 0.098, 0.094]
}



No. 4
{
  "formula": "C20H17FN",
  "method": "ωB97M-V with the def2-TZVPD basis set",
  "gap_ev": 6.77,
  "homo_ev": -11.37,
  "smiles": "C#CCCCc1[nH+]cc2cc(-c3ccccc3)ccc2c1F",
  "e_tot_ev": -25209.8241,
  "charge": 1,
  "multiplicity": 1,
  "elements": ["C", "C", "C", "C", "C", "C", "N", "C", "C", "C", "C", "C", "C", "C", "C", "C", "C", "C", "C", "C", "C", "F", "H", "H", "H", "H", "H", "H", "H", "H", "H", "H", "H", "H", "H", "H", "H", "H", "H"],
  "positions_angstrom": [[-3.548, 0.391, -3.205], [-4.080, -0.715, -3.185], [-4.351, -2.252, -3.173], [-4.273, -2.938, -1.729], [-4.036, -1.942, -0.517], [-2.559, -1.425, -0.359], [-1.586, -1.584, -1.379], [-0.268, -1.099, -1.279], [0.199, -0.351, -0.047], [1.615, 0.221, 0.075], [1.988, 0.980, 1.291], [3.427, 1.616, 1.416], [4.644, 0.713, 1.457], [5.988, 1.379, 1.610], [6.165, 2.874, 1.724], [4.947, 3.781, 1.641], [3.593, 3.123, 1.489], [0.989, 1.184, 2.456], [-0.378, 0.614, 2.317], [-0.807, -0.163, 1.069], [-2.203, -0.713, 0.898], [-3.124, -0.538, 1.911], [-3.041, 1.393, -3.211], [-5.404, -2.392, -3.590], [-3.680, -2.819, -3.903], [-3.544, -3.817, -1.745], [-5.294, -3.417, -1.549], [-4.266, -2.534, 0.434], [-4.809, -1.104, -0.529], [-1.802, -2.048, -2.274], [0.483, -1.210, -2.119], [2.407, 0.097, -0.720], [4.554, -0.414, 1.372], [6.884, 0.688, 1.667], [7.175, 3.353, 1.871], [5.034, 4.905, 1.699], [2.647, 3.743, 1.431], [1.267, 1.750, 3.398], [-1.165, 0.744, 3.116]],
  "forces_ev_per_angstrom": [[-0.32, -0.66, 0.12], [1.70, -0.35, -0.12], [-0.80, 0.74, -0.48], [-0.73, -0.06, 0.07], [0.24, -1.03, 0.26], [-0.20, 1.42, 2.05], [2.24, 1.47, 1.77], [-0.42, 1.16, 2.40], [-0.72, -0.53, -0.54], [-1.17, 0.92, 2.78], [-0.98, -0.50, -0.56], [1.91, 0.49, 0.06], [0.18, 3.65, 0.12], [-1.84, 1.09, 0.05], [-3.19, -0.86, -0.44], [-0.42, -3.77, -0.13], [1.88, -1.54, 0.26], [-2.10, -1.96, -2.61], [1.86, 0.13, -1.26], [0.45, 0.56, 0.45], [1.95, -0.48, -2.33], [1.62, -0.47, -2.14], [-1.10, -1.65, -0.04], [1.40, 0.13, 0.59], [-0.69, 1.14, 0.88], [-0.75, 1.33, 0.16], [1.43, 0.63, -0.13], [0.41, 0.83, -1.17], [1.35, -0.83, -0.16], [-0.35, 0.37, 0.83], [-1.47, -0.17, 0.91], [-1.26, 0.09, 0.91], [0.11, 1.68, 0.19], [-1.15, 1.15, -0.08], [-1.26, -0.85, -0.24], [-0.10, -1.59, -0.08], [1.37, -0.73, 0.09], [-0.26, -0.81, -1.47], [1.21, -0.13, -0.98]],
  "lowdin_charge": [0.085, -0.142, -0.192, -0.196, -0.129, -0.082, 0.119, 0.065, -0.083, 0.042, -0.127, -0.179, -0.026, -0.067, -0.056, -0.051, -0.030, 0.047, 0.018, -0.036, -0.080, 0.072, 0.064, 0.119, 0.121, 0.122, 0.124, 0.136, 0.145, 0.157, 0.153, 0.128, 0.109, 0.099, 0.099, 0.100, 0.104, 0.129, 0.117]
}



No. 5
{
  "formula": "C20H17IrN6O5S2",
  "method": "ωB97M-V with the def2-TZVPD basis set",
  "gap_ev": [4.01, 2.64],
  "homo_ev": [-15.14, -15.15],
  "e_tot_ev": -64677.2799,
  "e_above_lowest_kcal_mol": 38.5,
  "charge": 3,
  "multiplicity": 2,
  "elements": ["Ir", "N", "C", "N", "C", "C", "S", "C", "C", "S", "C", "N", "N", "H", "H", "H", "H", "H", "H", "O", "C", "O", "C", "C", "C", "C", "O", "C", "O", "C", "C", "H", "H", "H", "H", "H", "N", "C", "O", "C", "C", "C", "C", "N", "C", "H", "H", "H", "H", "H", "H"],
  "positions_angstrom": [[-0.231, 1.525, 0.580], [1.362, 4.384, -1.122], [0.301, 4.587, -0.374], [-0.307, 3.669, 0.385], [-1.358, 4.241, 1.097], [-1.558, 5.581, 0.852], [-0.436, 6.179, -0.264], [-2.046, 3.409, 2.001], [-3.092, 3.715, 2.874], [-3.527, 2.379, 3.803], [-2.294, 1.415, 2.987], [-1.611, 2.119, 2.073], [-2.077, 0.160, 3.274], [1.841, 3.495, -1.086], [1.797, 5.137, -1.638], [-2.313, 6.222, 1.284], [-3.592, 4.665, 2.998], [-2.609, -0.323, 3.988], [-1.337, -0.346, 2.780], [-0.120, -0.501, 1.330], [-0.786, -0.943, 0.316], [-1.215, -0.034, -0.477], [-1.001, -2.345, 0.070], [-0.119, -3.268, 0.660], [-0.244, -4.624, 0.438], [-1.286, -5.015, -0.389], [-1.616, -6.242, -0.761], [-2.756, -6.149, -1.634], [-3.073, -4.755, -1.725], [-2.173, -4.092, -0.980], [-2.054, -2.748, -0.778], [0.682, -2.899, 1.287], [0.431, -5.348, 0.871], [-3.593, -6.699, -1.208], [-2.502, -6.542, -2.617], [-2.720, -2.036, -1.245], [5.361, -0.473, 0.119], [4.432, -0.992, -0.708], [4.387, -2.136, -1.087], [3.326, -0.070, -1.183], [3.072, 0.017, -2.550], [1.954, 0.710, -2.992], [1.098, 1.255, -2.057], [1.353, 1.189, -0.732], [2.453, 0.533, -0.304], [6.132, -1.065, 0.394], [5.419, 0.508, 0.326], [3.737, -0.473, -3.250], [1.723, 0.796, -4.044], [0.179, 1.744, -2.352], [2.602, 0.479, 0.767]],
  "forces_ev_per_angstrom": [[0.01, -0.87, 0.60], [0.00, -0.07, 0.12], [0.02, 0.26, -0.01], [-0.03, -1.14, -0.22], [-0.07, 0.49, -0.09], [-0.04, -0.26, 0.08], [0.11, -0.05, -0.07], [-0.01, -0.15, 0.07], [-0.03, -0.04, 0.10], [0.05, 0.04, -0.05], [-0.05, 0.07, 0.14], [-0.15, -0.76, -0.56], [-0.02, 0.04, -0.03], [-0.01, 0.00, -0.09], [-0.01, -0.02, -0.02], [0.01, 0.03, -0.01], [0.00, 0.00, 0.00], [0.00, -0.01, -0.01], [0.00, 0.01, 0.04], [0.38, 2.09, -0.46], [-0.07, -2.15, -0.32], [0.63, 2.37, 0.65], [0.24, 0.66, 0.36], [-0.05, 0.27, 0.14], [-0.12, -0.21, -0.12], [-0.11, 0.27, -0.08], [0.12, -0.15, 0.10], [-0.15, -0.07, -0.12], [-0.14, -0.03, -0.10], [0.18, 0.13, 0.12], [-0.14, -0.32, -0.29], [0.01, -0.04, 0.00], [0.01, 0.00, -0.01], [0.03, 0.07, 0.13], [0.13, 0.08, 0.01], [-0.04, -0.03, 0.00], [-0.09, -0.01, 0.05], [0.08, 0.04, 0.05], [0.00, -0.05, -0.06], [0.07, 0.05, -0.01], [-0.06, 0.01, -0.02], [0.07, 0.03, 0.04], [0.12, 0.01, 0.00], [-0.88, -0.61, -0.14], [0.04, 0.14, 0.12], [-0.02, 0.00, 0.03], [0.06, 0.01, -0.08], [-0.02, -0.04, 0.01], [0.00, 0.00, 0.00], [-0.01, -0.03, 0.01], [-0.04, -0.05, 0.00]],
  "lowdin_charge": [1.480, 0.200, -0.578, -0.058, -0.301, -0.235, 1.245, -0.281, -0.220, 1.262, -0.552, -0.063, 0.232, 0.107, 0.150, 0.119, 0.119, 0.158, 0.110, -0.119, -0.543, -0.029, -0.156, 0.013, 0.062, -0.174, 0.105, -0.050, 0.075, -0.189, 0.092, 0.127, 0.142, 0.154, 0.154, 0.142, 0.206, -0.511, 0.125, -0.086, 0.073, 0.016, -0.125, -0.149, -0.049, 0.138, 0.115, 0.153, 0.136, 0.125, 0.134]
}